9 unconnected molecules or ions with the total composition C31H84N4O13 at a distorted geometry. Source: the OMol25 dataset; level of theory: the ωB97M-V functional and the def2-TZVPD basis.

```
! RIJCOSX wB97M-V def2-TZVPD def2/J DEFGRID3
* xyz 0 1
C -1.503 5.975 -1.354
O -1.975 4.936 -2.150
C -2.627 3.830 -1.529
C -1.604 2.759 -0.972
N -0.422 2.505 -1.916
C -0.617 1.634 -3.076
C 0.671 1.299 -3.782
O 1.239 2.494 -4.291
C 0.536 3.174 -5.358
H -0.493 5.705 -0.899
H -2.259 6.305 -0.620
H -1.404 6.832 -1.959
H -3.177 3.260 -2.267
H -3.291 4.029 -0.723
H -2.097 1.793 -0.690
H -1.101 3.190 -0.061
H -0.068 3.362 -2.297
H -1.296 1.920 -3.853
H -0.956 0.686 -2.720
H 0.482 0.641 -4.610
H 1.401 0.909 -3.059
H 0.787 2.889 -6.349
H 0.868 4.159 -5.371
H -0.556 3.205 -5.273
C -3.761 -5.850 -2.875
O -3.915 -4.664 -2.130
C -4.324 -4.924 -0.785
C -4.429 -3.674 -0.009
N -3.287 -2.755 0.070
C -2.126 -3.328 0.747
C -2.425 -3.473 2.212
O -3.058 -2.257 2.660
C -3.704 -2.539 3.892
H -3.326 -6.677 -2.330
H -3.242 -5.608 -3.736
H -4.747 -6.256 -3.169
H -3.663 -5.523 -0.197
H -5.207 -5.571 -0.736
H -4.675 -4.055 1.003
H -5.238 -3.101 -0.376
H -3.094 -2.402 -0.845
H -1.299 -2.687 0.667
H -1.766 -4.256 0.300
H -1.461 -3.567 2.813
H -3.107 -4.344 2.454
H -2.990 -2.961 4.576
H -4.641 -3.127 3.661
H -3.916 -1.615 4.376
C 6.219 -1.327 8.127
O 5.698 -0.092 7.661
C 5.078 -0.149 6.373
C 4.547 1.265 5.987
N 5.595 2.003 5.307
C 5.249 3.223 4.556
C 6.357 3.617 3.598
O 7.467 3.901 4.348
C 8.558 4.094 3.469
H 6.995 -1.730 7.410
H 5.423 -2.143 8.290
H 6.576 -1.201 9.169
H 4.215 -0.914 6.431
H 5.690 -0.476 5.509
H 4.207 1.829 6.840
H 3.704 1.160 5.330
H 6.258 2.371 6.018
H 4.896 4.109 5.173
H 4.412 3.082 3.924
H 5.994 4.514 3.031
H 6.491 2.748 2.781
H 8.412 4.976 2.822
H 8.714 3.185 2.787
H 9.480 4.206 4.078
C -3.992 0.587 -4.657
O -2.879 -0.260 -4.810
C -2.767 -1.186 -3.753
C -1.471 -1.908 -3.941
N -1.315 -2.983 -3.048
C -0.393 -4.010 -3.478
C 1.006 -3.508 -3.629
O 1.167 -2.597 -4.712
C 2.354 -1.765 -4.668
H -4.917 0.029 -4.729
H -4.017 1.275 -5.480
H -3.965 1.128 -3.678
H -3.525 -1.973 -3.854
H -2.815 -0.740 -2.734
H -0.549 -1.287 -3.925
H -1.513 -2.293 -4.970
H -2.177 -3.453 -2.787
H -0.643 -4.470 -4.436
H -0.425 -4.835 -2.793
H 1.764 -4.302 -3.812
H 1.236 -2.984 -2.705
H 2.350 -1.110 -3.808
H 2.348 -1.164 -5.574
H 3.269 -2.303 -4.680
C -0.339 -0.236 -0.057
C -0.434 0.076 1.426
O 0.776 0.617 2.042
H 0.107 0.579 -0.601
H -1.374 -0.348 -0.571
H 0.202 -1.154 -0.330
H -0.580 -0.892 1.972
H -1.246 0.745 1.576
H 1.121 1.363 1.529
C 3.751 2.472 -0.792
C 2.665 3.394 -0.244
O 1.441 2.728 0.145
H 4.716 2.928 -0.986
H 3.449 2.009 -1.743
H 3.860 1.638 -0.054
H 2.429 4.188 -1.013
H 3.011 3.832 0.715
H 0.814 2.636 -0.609
C -6.098 1.845 -1.405
O -4.741 1.465 -1.286
H -6.818 1.140 -0.919
H -6.181 2.808 -1.004
H -6.334 1.957 -2.478
H -4.663 0.841 -0.523
C 2.164 -3.085 2.548
O 0.989 -2.498 2.880
H 2.312 -3.401 1.460
H 3.026 -2.532 2.824
H 2.229 -4.014 3.206
H 0.935 -1.545 2.682
C -3.784 0.609 1.965
O -3.981 -0.087 0.699
H -3.386 1.634 1.708
H -4.722 0.720 2.500
H -3.053 0.142 2.573
H -3.763 -0.991 0.747
*
```

As for the highest occupied orbital energy: -0.315 Ha. Its total energy is -66078.121 eV. Its HOMO-LUMO gap is 9.1874 eV. The SMILES is COCCNCCOC.COCCNCCOC.COCCNCCOC.COCCNCCOC.CCO.CCO.CO.CO.CO. For the strongest force on any atom, the calculation gives 0.0636 hartree/bohr. As for the energy above the lowest of the compared OMol25 structures with the same formula, charge and spin: 98.8 kcal per mole.

Mulliken population analysis, charges in e, atoms 1 to 99: C -0.595; O -0.431; C -0.752; C 0.774; N 0.341; C 0.136; C -0.291; O -0.489; C -0.845; H 0.136; H 0.300; H 0.290; H 0.010; H 0.652; H -0.739; H 0.273; H 0.420; H 0.430; H -0.856; H 0.475; H -0.219; H 0.360; H 0.347; H 0.297; C -1.017; O -0.211; C -0.910; C -0.904; N 0.293; C 0.266; C -1.298; O 0.039; C -0.987; H 0.377; H 0.357; H 0.310; H 0.404; H 0.542; H 0.255; H 0.461; H -0.159; H -0.201; H 0.363; H 0.378; H 0.521; H 0.383; H 0.282; H 0.234; C -0.681; O -0.296; C -0.437; C -0.674; N -0.202; C -0.763; C -0.411; O -0.282; C -0.714; H 0.275; H 0.261; H 0.253; H 0.289; H 0.307; H 0.348; H 0.438; H 0.188; H 0.271; H 0.395; H 0.375; H 0.230; H 0.287; H 0.297; H 0.247; C -0.602; O -0.483; C -0.178; C -0.329; N 0.726; C -0.944; C -0.643; O -0.351; C -0.773; H 0.376; H 0.332; H 0.010; H 0.929; H -0.141; H -0.254; H 0.354; H -0.451; H 0.467; H 0.469; H 0.449; H 0.239; H 0.261; H 0.239; H 0.423; C 0.491; C 0.523; O -0.618

A molecular structure, C31H88AsF6N9O9 at a distorted geometry. Source: the OMol25 dataset; level of theory: the ωB97M-V functional and the def2-TZVPD basis.

```
! RIJCOSX wB97M-V def2-TZVPD def2/J DEFGRID3
* xyz 8 1
C -12.452 5.640 1.311
C -11.569 4.765 0.440
C -10.946 3.453 0.931
O -11.943 2.476 1.129
C -11.252 1.239 1.448
N -12.347 4.363 -0.850
H -12.915 5.156 -1.191
H -11.706 4.049 -1.566
H -12.999 3.621 -0.535
H -12.887 6.401 0.717
H -11.815 6.121 2.031
H -13.177 5.087 1.945
H -10.767 5.434 0.150
H -10.366 3.651 1.841
H -10.227 3.128 0.200
H -10.885 1.324 2.476
H -10.474 1.041 0.699
H -11.977 0.486 1.388
C 2.438 -10.832 -0.738
C 1.564 -10.447 -1.879
C 1.235 -8.955 -1.842
O 0.475 -8.673 -3.011
C 0.268 -7.339 -3.438
N 2.158 -10.741 -3.261
H 1.957 -11.696 -3.546
H 1.648 -10.193 -3.986
H 3.176 -10.612 -3.269
H 2.661 -11.863 -0.755
H 1.815 -10.625 0.169
H 3.330 -10.181 -0.705
H 0.641 -11.075 -1.802
H 2.149 -8.348 -1.859
H 0.713 -8.837 -0.875
H 1.207 -6.902 -3.740
H -0.201 -6.691 -2.686
H -0.220 -7.377 -4.407
C 8.265 -2.929 -9.625
C 7.368 -1.755 -10.013
C 6.843 -0.911 -8.853
O 6.169 0.215 -9.380
C 6.288 1.325 -8.535
N 8.306 -0.983 -10.938
H 8.394 -1.656 -11.713
H 7.986 -0.035 -11.244
H 9.291 -0.876 -10.692
H 8.134 -3.733 -10.334
H 7.897 -3.440 -8.717
H 9.333 -2.707 -9.567
H 6.527 -2.022 -10.658
H 7.660 -0.618 -8.167
H 6.158 -1.580 -8.300
H 7.249 1.397 -8.020
H 5.544 1.273 -7.731
H 6.074 2.252 -9.068
C 1.056 5.921 -3.338
C 0.359 6.645 -4.568
C 1.121 6.729 -5.889
O 1.078 5.393 -6.422
C 1.913 5.301 -7.614
N -0.909 5.868 -4.856
H -1.657 6.451 -5.237
H -0.666 5.197 -5.588
H -1.270 5.393 -4.049
H 0.627 6.304 -2.398
H 2.111 6.150 -3.271
H 1.013 4.858 -3.345
H 0.003 7.662 -4.310
H 2.138 7.001 -5.709
H 0.767 7.534 -6.513
H 2.002 6.288 -8.103
H 1.390 4.660 -8.306
H 2.882 4.935 -7.259
C -0.495 -4.721 4.231
C 0.113 -6.023 4.656
O 1.074 -6.558 4.222
N -0.697 -6.791 5.790
H -0.764 -6.324 6.715
H -1.720 -6.828 5.536
C -0.064 -8.206 6.115
H -0.784 -4.194 5.159
H -1.428 -4.839 3.674
H 0.187 -4.155 3.608
H 0.986 -8.044 6.332
H -0.165 -8.931 5.329
H -0.637 -8.577 6.948
C 10.224 1.020 1.627
C 10.395 2.418 2.081
O 9.903 3.486 1.950
N 11.674 2.601 3.097
H 12.463 2.038 2.779
H 11.813 3.608 2.954
C 11.292 2.311 4.497
H 9.752 0.464 2.455
H 11.183 0.570 1.452
H 9.615 1.029 0.760
H 12.126 2.307 5.184
H 10.711 1.378 4.486
H 10.570 3.046 4.880
C -6.606 -4.116 -4.615
C -6.439 -5.319 -3.771
O -5.748 -5.560 -2.832
N -7.199 -6.574 -4.312
H -7.783 -6.964 -3.543
H -7.844 -6.313 -5.027
C -6.214 -7.620 -4.802
H -7.525 -3.530 -4.436
H -6.615 -4.347 -5.660
H -5.812 -3.411 -4.457
H -5.417 -7.685 -4.039
H -5.749 -7.348 -5.747
H -6.732 -8.597 -4.808
C -7.433 0.947 8.729
C -6.269 1.780 9.028
O -5.108 1.622 8.941
N -6.751 3.212 9.578
H -7.755 3.170 9.502
H -6.517 3.488 10.562
C -6.313 4.307 8.599
H -7.952 1.386 7.867
H -8.150 0.625 9.472
H -6.995 0.017 8.389
H -6.647 5.238 9.054
H -6.805 4.188 7.628
H -5.215 4.319 8.620
C 5.844 9.008 11.577
C 5.383 8.163 10.563
O 5.044 7.014 10.593
N 5.468 8.747 9.098
H 4.781 8.301 8.501
H 5.114 9.674 9.157
C 6.831 8.764 8.526
H 6.901 8.754 11.780
H 5.231 8.813 12.440
H 5.718 9.995 11.243
H 6.836 9.257 7.523
H 7.334 7.836 8.464
H 7.389 9.484 9.149
As -0.717 -0.039 0.615
F -1.305 -1.286 1.743
F -1.890 -0.777 -0.549
F -0.178 1.155 -0.543
F 0.282 0.681 1.840
F 0.458 -1.179 0.028
F -2.018 1.082 1.212
*
```

As for the highest occupied orbital energy: -0.745 Ha. Its total energy is -142475.052 eV. Its HOMO-LUMO gap is 9.5804 eV. For the strongest force on any atom, the calculation gives 0.1053 hartree/bohr. As for the energy above the lowest of the compared OMol25 structures with the same formula, charge and spin: 0.0 kcal per mole.

Mulliken population analysis, charges in e, atoms 1 to 99: C -1.386; C 0.147; C -0.710; O -0.348; C -0.721; N -0.285; H 0.369; H 0.338; H 0.372; H 0.441; H 0.372; H 0.342; H 0.287; H 0.429; H 0.455; H 0.277; H 0.328; H 0.294; C -1.410; C 0.230; C -0.650; O -0.369; C -0.801; N -0.241; H 0.381; H 0.337; H 0.370; H 0.448; H 0.348; H 0.391; H 0.265; H 0.391; H 0.372; H 0.351; H 0.309; H 0.279; C -1.364; C 0.350; C -0.781; O -0.333; C -0.709; N -0.386; H 0.397; H 0.334; H 0.334; H 0.462; H 0.320; H 0.414; H 0.342; H 0.369; H 0.346; H 0.351; H 0.289; H 0.265; C -1.438; C 0.252; C -0.741; O -0.457; C -0.764; N -0.317; H 0.360; H 0.347; H 0.338; H 0.381; H 0.356; H 0.495; H 0.377; H 0.438; H 0.470; H 0.357; H 0.281; H 0.267; C -1.116; C 0.692; O -0.368; N -0.329; H 0.414; H 0.409; C -0.780; H 0.337; H 0.335; H 0.357; H 0.350; H 0.332; H 0.365; C -1.033; C 0.694; O -0.398; N -0.244; H 0.378; H 0.340; C -0.752; H 0.318; H 0.391; H 0.331; H 0.366; H 0.293; H 0.316; C -1.142